C7H28BF8N2O15S4V | ωB97M-V/def2-TZVPD

Last column: Mulliken spin population.
Positions of all 66 atoms, in Å:
V  0.05095  -2.15683  0.72358  1.997
B  0.12300  -1.62952  4.22086  0.003
F  -0.90652  -2.33918  4.84970  0.000
F  -0.04749  -1.81189  2.80375  0.005
F  0.07561  -0.27934  4.51582  0.000
F  1.35644  -2.19123  4.53228  0.000
N  0.68763  -2.77227  -1.01871  -0.017
S  0.20539  -2.65228  -2.56297  0.010
O  -0.32502  -3.86783  -3.13363  0.000
O  0.63999  -1.62452  -3.46291  0.002
F  -1.19413  -1.99908  -2.02818  0.003
S  2.10365  -3.61879  -1.52576  0.010
O  3.09310  -2.83528  -2.22894  0.002
O  2.01622  -5.02160  -1.76518  -0.002
F  2.72568  -3.65517  -0.03907  0.002
N  -0.68973  -0.34211  0.41270  -0.069
S  -1.91306  0.57592  0.83824  0.016
O  -2.97013  0.59206  -0.12944  -0.003
O  -1.71745  1.67289  1.73260  -0.006
F  -2.44462  -0.58724  1.82452  0.003
S  -0.00125  0.98848  -0.57231  0.018
O  0.84969  1.93307  0.05139  0.004
O  -0.66658  1.28995  -1.79916  0.004
F  1.08256  -0.05798  -1.11340  0.013
C  1.22796  2.99020  3.76305  0.000
O  0.84294  4.19649  4.37443  0.000
H  1.73887  2.33043  4.48087  0.000
H  0.36969  2.30847  3.64211  0.000
H  1.75544  3.07501  2.81555  0.000
H  0.90336  4.05369  5.31965  0.000
C  -2.53412  -3.68933  1.81763  0.006
O  -1.86214  -3.03959  0.72781  0.001
H  -2.74001  -4.72252  1.53257  0.001
H  -1.92150  -3.70536  2.71845  -0.004
H  -3.47092  -3.19353  2.06711  0.000
H  -2.57662  -2.88230  0.05358  0.003
C  4.00912  3.79430  -0.65122  0.000
O  5.34862  3.98564  -0.27685  0.000
H  3.36158  4.67727  -0.67842  0.000
H  3.87115  3.49615  -1.69489  0.000
H  3.49988  2.99577  -0.10495  0.000
H  5.37518  4.24365  0.64798  0.000
C  -3.70910  3.24440  -2.56632  0.000
O  -3.19773  4.49824  -3.01105  0.000
H  -4.53127  2.98123  -3.24946  0.000
H  -2.96065  2.46723  -2.72453  0.000
H  -4.18822  3.32579  -1.59545  0.000
H  -2.70312  4.32829  -3.81556  0.000
C  -5.11405  -1.87200  -0.44956  0.000
O  -3.80210  -2.21033  -0.90167  0.001
H  -5.41591  -0.82869  -0.47871  0.000
H  -5.75247  -2.48501  -1.09515  0.000
H  -5.29132  -2.29948  0.53566  0.000
H  -3.52327  -1.76132  -1.70422  0.000
C  2.28312  -0.31005  2.05716  -0.001
O  2.13574  -1.44011  1.17986  -0.008
H  2.35369  -0.59098  3.11038  0.000
H  3.14083  0.33872  1.88305  0.001
H  1.36322  0.27120  2.02885  0.002
H  3.03801  -1.76921  1.07758  0.002
C  2.88177  1.11979  -4.03608  0.000
O  3.01647  0.08954  -4.98437  0.000
H  1.94025  1.02130  -3.48853  0.000
H  3.68250  1.23977  -3.31216  0.000
H  2.76010  2.07076  -4.56835  0.000
H  2.26110  0.04626  -5.57158  0.000

Summary:
Energy relative to the best compared isomer or geometry (same formula, charge and spin) ... 0.0000 eV
E_HOMO (spin up / spin down) ... -0.36871 / -0.36871 Ha
Gap between HOMO and LUMO (spin up / spin down) ... 5.8 / 6.8 eV
<S²> ... 2.013
Multiplicity ... 3
Total charge ... 0